Run 1
The following is a DFT calculation (ωB97M-V/def2-TZVPD) of a 6-piece molecular cluster, C8H28O10 overall.

Each line ends with the Mulliken charge.
Cartesian coordinates (Å):
H  22.803  13.211  -14.671  0.37
H  25.053  15.773  -13.278  0.30
O  22.351  12.839  -15.396  -0.54
H  27.094  7.941  -16.326  -0.46
H  23.140  15.232  -16.762  0.21
C  26.444  14.966  -14.926  -0.33
H  24.927  8.889  -15.272  0.30
H  25.898  8.493  -18.044  0.11
O  24.978  10.394  -18.033  -0.49
H  26.824  13.131  -16.839  0.44
H  25.221  9.787  -16.435  0.40
O  27.891  10.131  -14.795  -0.55
O  24.249  14.289  -18.291  -0.54
H  27.414  10.387  -18.962  0.19
O  27.110  8.714  -20.148  -0.57
O  25.905  15.835  -12.756  -0.52
C  25.509  9.278  -18.644  -0.27
C  26.627  9.853  -19.523  -0.31
H  29.485  8.958  -14.762  0.32
O  27.617  14.588  -15.699  -0.65
H  26.233  14.043  -14.463  0.37
H  25.136  13.907  -18.013  0.42
H  28.241  14.037  -15.099  0.34
C  27.803  7.806  -15.469  0.34
H  25.671  15.485  -15.590  0.23
H  28.328  6.597  -16.748  0.32
H  27.001  10.214  -15.185  0.34
H  24.799  8.609  -19.201  0.32
H  28.966  9.350  -16.439  0.17
H  26.797  16.866  -14.201  0.27
H  24.231  12.894  -16.109  -0.11
O  26.472  12.706  -17.630  -0.70
H  27.270  7.697  -14.555  0.31
H  27.683  15.667  -13.223  0.37
O  25.277  9.715  -15.501  -0.66
O  28.450  6.595  -15.825  -0.54
H  23.115  12.132  -17.159  -0.08
H  22.253  14.181  -17.988  0.28
C  26.806  15.851  -13.793  -0.40
C  28.634  9.094  -15.398  -0.24
C  23.208  12.982  -16.472  0.40
H  26.359  10.598  -20.287  0.30
H  24.332  10.801  -18.671  0.26
C  23.170  14.254  -17.324  -0.35
H  25.983  11.959  -17.299  0.30
H  26.561  8.510  -20.908  0.33

Results
structure (SMILES) = OCCO.OCCO.OCCO.OCCO.O.O
E_HOMO = -9.861 eV
frontier orbital gap = 10.039 eV
multiplicity = 1
net charge = 0
lowest unoccupied orbital energy = 0.2 eV


Run 2
The following is a DFT calculation (ωB97M-V/def2-TZVPD) of a 6-piece molecular cluster, C8H28O10 overall.

Each line ends with the Mulliken charge.
Cartesian coordinates (Å):
H  1.649  -0.551  2.707  0.26
H  -0.914  -0.560  1.983  0.35
H  -0.504  1.262  0.201  0.37
C  0.814  -0.180  3.302  -0.05
H  1.094  0.940  -0.866  0.15
H  -0.812  -0.770  0.487  0.35
C  -1.350  0.427  -3.275  -0.48
H  -1.983  2.545  -3.547  0.41
H  -0.251  -3.364  -2.190  0.31
O  0.043  2.051  0.221  -0.60
H  0.448  0.635  2.678  0.21
C  1.360  1.800  -0.251  0.05
C  1.734  -2.830  -1.306  -0.42
C  1.272  0.121  4.746  -0.58
H  2.336  -3.429  -1.988  0.31
H  -1.967  0.025  -4.079  0.28
H  -2.553  -0.208  0.268  0.53
H  -3.449  1.206  -1.535  0.38
H  0.343  3.812  -1.440  0.31
H  2.132  3.927  -0.082  0.29
H  -1.145  -3.493  -0.126  0.24
H  -0.337  0.609  -3.634  0.35
H  3.046  2.868  -1.158  0.35
C  0.361  -3.516  -1.301  -0.54
H  1.933  1.297  0.527  0.23
H  2.278  -2.799  -0.362  0.28
O  -0.404  -2.904  -0.283  -0.40
O  -1.203  -0.551  -2.291  -0.39
H  0.364  0.150  5.348  0.29
O  2.094  1.242  4.825  -0.50
O  -1.241  -0.225  1.148  -0.84
H  1.712  -0.760  5.213  0.34
C  -1.939  1.785  -2.768  -0.37
H  -1.929  -0.603  -1.666  0.25
O  1.698  -1.589  -1.966  -0.50
H  -3.807  -1.035  0.085  0.24
H  0.139  -1.966  3.661  0.31
H  -1.347  2.124  -1.918  0.21
H  2.661  1.175  5.597  0.32
C  2.044  3.122  -0.812  -0.56
O  -0.230  -1.170  3.272  -0.62
O  -3.319  1.739  -2.323  -0.58
H  0.791  -1.274  -1.948  0.23
O  -3.340  -0.279  -0.271  -0.63
O  1.230  3.774  -1.806  -0.54
H  0.451  -4.579  -1.079  0.42

Results
structure (SMILES) = OCCO.OCCO.OCCO.OCCO.O.O
E_HOMO = -9.427 eV
frontier orbital gap = 9.494 eV
multiplicity = 1
net charge = 0
lowest unoccupied orbital energy = 0.1 eV


Least stable of them? run 1.


Run 1
The following is a DFT calculation (ωB97M-V/def2-TZVPD) of an isolated ion of composition CH5OS2 and charge -1.

Each line ends with the Mulliken charge.
Cartesian coordinates (Å):
S  -1.782  -0.815  -1.611  -0.73
S  0.446  -0.155  -0.692  0.05
C  -0.131  0.572  0.884  -0.80
H  2.671  -0.234  -0.377  0.27
H  -0.231  1.639  0.691  0.22
O  2.033  0.458  -0.547  -0.56
H  -1.042  0.121  1.277  0.32
H  -2.565  -1.940  -1.295  -0.02
H  0.601  0.355  1.671  0.24

Results
E_HOMO = -2.756 eV
frontier orbital gap = 6.440 eV
multiplicity = 1
net charge = -1
lowest unoccupied orbital energy = 3.7 eV


Run 2
The following is a DFT calculation (ωB97M-V/def2-TZVPD) of an isolated ion of composition CH5OS2 and charge -1.

Each line ends with the Mulliken charge.
Cartesian coordinates (Å):
C  -0.437  -0.037  0.708  -0.78
S  2.190  1.082  -0.001  -0.56
S  0.402  -0.100  -0.909  0.06
H  0.222  -0.501  1.440  0.24
H  -1.344  -0.633  0.591  0.30
H  -1.692  -0.190  -2.161  0.23
H  2.598  0.304  1.022  0.02
H  -0.710  0.981  1.018  0.26
O  -1.228  -0.906  -1.708  -0.78

Results
E_HOMO = -3.438 eV
frontier orbital gap = 7.238 eV
multiplicity = 1
net charge = -1
lowest unoccupied orbital energy = 3.8 eV


Least stable of them? run 1.


Run 1
The following is a DFT calculation (ωB97M-V/def2-TZVPD) of C2H6ClNO as an isolated structure.

Each line ends with the Mulliken charge.
Cartesian coordinates (Å):
H  -0.040  0.184  2.023  0.33
N  0.138  -0.079  -1.277  -0.44
H  0.049  -1.424  1.293  0.34
Cl  2.299  -0.039  0.214  -0.18
H  -0.195  2.326  -0.249  0.26
H  0.800  -0.034  -2.031  0.20
H  -1.294  -0.333  0.882  0.33
O  0.578  2.038  0.240  -0.68
C  -0.235  -0.387  1.120  -1.17
C  0.582  0.148  -0.014  0.80
H  -0.643  -0.701  -1.396  0.22

Results
E_HOMO = -9.504 eV
frontier orbital gap = 10.210 eV
multiplicity = 1
net charge = 0
lowest unoccupied orbital energy = 0.7 eV


Run 2
The following is a DFT calculation (ωB97M-V/def2-TZVPD) of a 2-piece molecular cluster, C2H6ClNO overall.

Each line ends with the Mulliken charge.
Cartesian coordinates (Å):
Cl  -1.603  -1.022  -0.071  -0.25
H  0.459  -1.265  -0.363  0.15
H  1.708  -1.625  -1.644  0.29
C  -1.689  0.467  0.865  -0.04
H  -2.252  0.534  1.840  0.32
H  -0.223  1.707  -0.451  0.19
H  2.211  -1.725  -0.039  0.30
C  -0.916  1.530  0.460  -0.46
O  1.731  0.120  -0.852  -0.66
H  -0.901  2.460  0.999  0.24
N  1.476  -1.182  -0.743  -0.09

Results
structure (SMILES) = [NH3+][O-].C=CCl
E_HOMO = -8.377 eV
frontier orbital gap = 8.968 eV
multiplicity = 1
net charge = 0
lowest unoccupied orbital energy = 0.6 eV


Least stable of them? run 2.


Run 1
The following is a DFT calculation (ωB97M-V/def2-TZVPD) of a single C5H8N4 molecule.

Each line ends with the Mulliken charge.
Cartesian coordinates (Å):
N  1.935  2.402  0.726  -0.10
N  0.395  1.015  -0.368  0.00
C  2.891  2.066  -0.115  0.40
N  3.662  1.789  -0.933  -0.45
H  2.123  2.946  1.649  0.33
C  0.620  1.895  0.639  -0.62
H  -1.256  0.435  -1.770  0.27
N  0.234  -0.668  1.843  -0.74
H  0.278  -2.627  1.168  0.34
C  -0.565  -1.168  -0.476  -0.34
H  1.185  0.892  -1.088  0.27
C  -0.830  0.371  -0.678  -0.53
C  0.020  -1.535  0.899  0.02
H  -1.644  0.932  -0.096  0.27
H  0.263  -1.653  -1.087  0.26
H  -1.530  -1.797  -0.639  0.31
H  -0.018  0.323  1.640  0.32

Results
E_HOMO = -9.117 eV
frontier orbital gap = 9.778 eV
multiplicity = 1
net charge = 0
lowest unoccupied orbital energy = 0.7 eV


Run 2
The following is a DFT calculation (ωB97M-V/def2-TZVPD) of a single C5H8N4 molecule.

Each line ends with the Mulliken charge.
Cartesian coordinates (Å):
H  2.087  2.217  -0.059  0.30
H  -1.873  1.185  -0.758  0.36
H  -2.894  -1.166  0.735  0.29
N  -0.272  -1.457  0.004  -0.56
C  0.875  0.502  0.028  0.92
H  -2.844  -1.128  -0.836  0.28
H  3.396  0.345  0.053  0.21
C  -1.842  0.424  0.014  -0.64
C  1.108  1.832  -0.070  -1.22
N  1.033  -1.732  -0.097  0.03
N  3.106  -0.614  0.022  -0.79
C  1.835  -0.599  0.005  0.35
H  -1.883  1.026  0.935  0.32
H  1.334  -2.678  0.078  0.26
N  -2.974  -0.509  -0.026  -0.66
H  0.271  2.533  -0.052  0.28
C  -0.464  -0.182  0.024  0.28

Results
structure (SMILES) = [H]/N=C1/NN=C(CN)C1=C
E_HOMO = -8.457 eV
frontier orbital gap = 8.117 eV
multiplicity = 1
net charge = 0
lowest unoccupied orbital energy = -0.3 eV


Least stable of them? run 1.


Run 1
The following is a DFT calculation (ωB97M-V/def2-TZVPD) of a 2-piece molecular cluster, C5H15N2 overall.

Each line ends with the Mulliken charge.
Cartesian coordinates (Å):
H  -2.141  0.474  -1.632  0.30
H  -0.029  0.888  -0.135  0.27
H  -0.094  -0.921  -1.904  0.29
C  -1.803  -0.177  -0.820  -0.26
C  1.967  -0.795  0.668  -0.32
C  -1.709  2.070  0.344  -1.56
H  1.497  -0.284  2.651  0.16
H  3.105  0.039  2.211  0.13
H  -0.984  0.237  1.178  0.26
H  0.980  -1.123  0.425  0.49
H  -1.793  2.559  -0.630  0.36
H  3.858  -0.360  -0.109  0.14
H  -2.717  2.016  0.761  0.35
H  -2.715  -0.544  -0.341  0.28
N  2.980  -0.815  -0.280  -0.43
H  -1.095  2.725  0.963  0.39
H  -1.571  -1.803  -2.199  0.38
N  2.201  -0.301  1.944  -0.38
C  -1.054  0.694  0.188  -0.06
H  -0.707  -2.070  -0.678  0.33
H  2.811  -1.190  -1.190  0.17
C  -0.985  -1.317  -1.416  -1.29

Results
E_HOMO (alpha / beta) = -4.464 / -9.105 eV
frontier orbital gap (alpha / beta) = 5.597 / 10.159 eV
multiplicity = 2
net charge = 0
lowest unoccupied orbital energy (alpha / beta) = 1.1 / 1.1 eV


Run 2
The following is a DFT calculation (ωB97M-V/def2-TZVPD) of a 2-piece molecular cluster, C5H15N2 overall.

Each line ends with the Mulliken charge.
Cartesian coordinates (Å):
C  0.994  -1.040  -1.245  -0.49
H  -0.751  0.367  1.394  0.29
N  -1.373  2.258  3.209  -0.63
C  0.451  -0.846  0.132  -0.59
H  -2.000  -1.465  -2.953  0.35
H  -1.357  3.231  3.476  0.20
C  -0.033  -0.752  -2.337  -0.34
H  -2.138  1.806  3.695  0.20
H  -0.548  0.201  -2.157  0.24
H  -0.260  1.114  -0.140  0.14
C  0.055  0.475  0.677  -0.31
N  1.213  1.161  1.344  -0.58
C  -1.120  -1.827  -2.432  -1.19
H  1.958  0.470  1.415  0.28
H  1.569  1.844  0.684  0.26
H  1.867  -0.409  -1.492  0.25
H  0.448  -0.641  -3.306  0.34
H  -1.453  -2.030  -1.416  0.32
H  -0.759  -2.758  -2.860  0.32
H  -0.505  1.788  3.432  0.22
H  0.600  -1.661  0.835  0.45
H  1.349  -2.068  -1.317  0.28

Results
E_HOMO (alpha / beta) = -7.647 / -9.448 eV
frontier orbital gap (alpha / beta) = 8.827 / 9.867 eV
multiplicity = 2
net charge = 0
lowest unoccupied orbital energy (alpha / beta) = 1.2 / 0.4 eV


Least stable of them? run 1.


Run 1
The following is a DFT calculation (ωB97M-V/def2-TZVPD) of a 3-piece molecular cluster, CH10N3O2 overall.

Each line ends with the Mulliken charge.
Cartesian coordinates (Å):
H  4.565  2.771  1.348  0.34
H  3.386  1.752  1.295  0.27
H  -2.500  0.083  0.108  0.28
C  -0.394  0.048  -0.341  0.57
H  -1.584  1.572  0.537  0.23
H  -1.026  -1.639  -1.312  0.28
H  0.343  -0.771  -2.099  0.25
O  3.680  2.503  1.672  -0.60
N  -0.377  -0.792  -1.381  -0.33
O  -2.443  -2.755  -0.358  -0.66
H  1.011  1.179  0.876  0.27
N  0.824  0.582  0.006  -0.42
N  -1.548  0.656  0.155  -0.34
H  -2.558  -3.109  0.514  0.31
H  -3.088  -3.285  -0.868  0.33
H  1.628  0.045  -0.327  0.23

Results
E_HOMO = -14.510 eV
frontier orbital gap = 10.901 eV
multiplicity = 1
net charge = +1
lowest unoccupied orbital energy = -3.6 eV


Run 2
The following is a DFT calculation (ωB97M-V/def2-TZVPD) of a 3-piece molecular cluster, CH10N3O2 overall.

Each line ends with the Mulliken charge.
Cartesian coordinates (Å):
H  -0.248  -2.160  -1.590  0.20
N  -0.209  -0.125  -2.935  -0.42
N  0.083  0.886  -0.890  -0.36
N  -0.029  -1.377  -1.065  -0.24
H  -0.104  0.776  -3.361  0.27
H  -0.879  1.833  3.299  0.33
H  -0.810  0.436  4.070  0.33
H  -0.527  1.086  -0.113  0.21
O  -0.899  0.862  3.239  -0.69
H  0.241  -0.813  -3.496  0.23
H  0.675  1.611  -1.301  0.22
H  1.694  -0.502  1.919  0.32
H  0.188  -1.372  -0.015  0.29
O  0.751  -0.639  1.584  -0.68
H  0.209  -0.278  2.279  0.36
C  -0.137  -0.224  -1.625  0.63

Results
E_HOMO = -14.819 eV
frontier orbital gap = 11.811 eV
multiplicity = 1
net charge = +1
lowest unoccupied orbital energy = -3.0 eV


Least stable of them? run 1.